Record 1
{
  "formula": "C20H39ClFN2O5",
  "method": "ωB97M-V/def2-TZVPD",
  "charge": 1,
  "energy_ev": -49822.647,
  "orbital_gap_ev": 7.9201,
  "symbols": ["H", "H", "H", "H", "H", "H", "H", "H", "H", "N", "H", "H", "N", "C", "O", "C", "H", "H", "C", "C", "C", "O", "O", "H", "C", "H", "F", "H", "H", "H", "C", "H", "H", "H", "C", "C", "H", "C", "H", "C", "H", "H", "H", "C", "C", "H", "Cl", "H", "H", "H", "H", "H", "O", "H", "C", "H", "H", "O", "C", "C", "H", "C", "C", "H", "H", "C", "H", "C"],
  "coordinates": [[-7.24075, -1.92586, 0.42003], [-3.08368, -5.81775, -1.68246], [-4.73179, -5.19573, -1.45625], [0.29684, -2.27804, -1.42038], [3.97116, -1.15650, 2.82406], [3.77894, -2.69343, 1.85071], [6.10756, 0.52814, 0.58041], [5.35966, -1.62135, 0.47144], [3.99160, 1.25869, 4.92926], [-1.39994, -0.32585, 2.88797], [-3.65207, -4.45192, -2.66773], [-4.74166, 0.82993, -1.93415], [0.49779, 0.84393, 0.27186], [4.54554, -0.92816, 0.72842], [3.84394, 0.87965, 4.04737], [2.16404, 0.77346, -1.56612], [-7.34359, -0.31360, -0.34327], [3.89584, 3.69957, 0.98840], [-0.59138, 0.49279, -0.67482], [-7.09130, -1.36348, -0.50380], [3.32701, 1.88810, 3.29660], [-3.19705, -4.03179, -0.68625], [3.59921, 3.03584, 3.56029], [5.29796, 0.64845, 2.13423], [-0.73916, -1.93921, -1.55109], [-5.40388, 1.27097, -4.09971], [1.69441, -0.46242, -2.00352], [-3.70522, 1.73070, -3.79221], [5.30067, 2.95112, 1.74509], [3.24064, 0.73950, -1.71904], [2.39566, 1.53156, 2.15643], [-2.20066, -0.89036, 2.62260], [2.46928, 2.60221, -2.69668], [-7.73519, -1.77114, -1.27826], [-4.74821, 1.93346, -3.53022], [4.23596, 1.59876, 0.41915], [1.31712, 1.48055, -3.42784], [3.71241, -1.60214, 1.85841], [-3.75460, -3.24565, -0.69950], [4.74812, 3.03482, 0.80185], [5.40902, 3.44776, 0.03566], [0.82524, 2.48002, -1.99012], [3.93310, -0.86744, -0.18605], [0.12746, 1.04044, 1.55327], [2.77640, 1.36670, 0.80133], [-5.17106, -1.12050, -0.25034], [-2.96919, -0.76320, -0.60076], [2.64854, -1.34989, 1.68948], [-1.37480, 1.24429, -0.53708], [-2.07890, 1.01450, 1.31426], [-0.92339, -1.55388, -2.55927], [-0.30822, 0.55503, -1.72512], [-5.73469, -1.48327, -0.94067], [-0.56435, -0.88088, 2.73289], [-1.15292, -0.95663, -0.46092], [-1.43540, 1.75343, 2.77051], [-4.98336, 2.96606, -3.77605], [-4.95232, 1.74793, -2.13323], [1.63525, 1.92402, -2.47628], [1.79621, 1.00309, -0.10365], [-1.35334, -2.84344, -1.41560], [1.06740, 1.36383, 2.50248], [-1.30031, 0.90917, 2.07453], [4.44041, 1.51442, -0.65171], [-0.96218, -1.31804, 0.55270], [5.12144, 0.47618, 1.06743], [0.75233, 1.51411, 3.53299], [-3.69962, -4.92165, -1.68198]]
}



Record 2
{
  "formula": "C20H39F2IN2O3S2Si2",
  "method": "ωB97M-V/def2-TZVPD",
  "charge": 0,
  "energy_ev": -81438.500,
  "orbital_gap_ev": 1.8772,
  "symbols": ["H", "C", "H", "H", "H", "C", "C", "H", "H", "C", "H", "O", "S", "H", "C", "H", "H", "H", "H", "C", "H", "H", "C", "H", "C", "H", "Si", "H", "H", "H", "C", "Si", "C", "N", "F", "C", "H", "O", "H", "H", "H", "H", "F", "H", "C", "H", "H", "I", "H", "S", "H", "H", "H", "H", "C", "H", "C", "C", "C", "H", "C", "C", "C", "C", "H", "H", "N", "H", "O", "H", "H"],
  "coordinates": [[2.99633, 7.16870, -0.28746], [-1.83918, -4.38796, -1.95399], [3.04918, -5.24191, 4.48039], [-2.06378, -5.69261, 1.56454], [-2.37780, -6.64168, -0.03219], [2.97432, -2.26261, 1.97254], [-1.69185, -5.78370, 0.43325], [1.14541, 7.75679, 2.22029], [4.43300, -4.08262, 2.33355], [1.77710, 4.69276, -2.32853], [2.56184, 4.48113, -1.59592], [2.37614, -1.73402, 0.71381], [1.18676, 0.89195, 2.46854], [0.70092, 9.32456, 1.51959], [-1.15877, 5.37965, -2.77118], [-1.95050, -7.22469, -3.88161], [-0.49582, 9.57047, -1.12161], [0.54063, 2.09097, 2.12360], [2.36274, 7.60863, -1.88783], [-1.77458, -7.04624, -2.72391], [-1.22495, -3.39694, -2.18513], [1.89399, -5.55972, 1.44808], [-0.65166, 8.49661, -1.26485], [2.03496, 5.61046, -2.86206], [-2.13855, -4.35274, -0.30943], [2.28078, -2.11417, 2.91029], [0.10070, 4.82161, -1.49844], [-2.12639, 5.57943, -2.30329], [1.77285, 3.87972, -3.06128], [-0.47031, -5.34809, -3.50050], [-0.90920, -5.64565, -2.43053], [0.53712, 7.52301, -0.19034], [2.67813, -5.87950, 3.56992], [0.12379, 5.83503, -0.08235], [0.82661, -3.91778, -0.32027], [-2.34982, -1.86888, 1.24127], [3.48696, -6.61907, 3.13925], [-4.41013, -3.54751, 1.99052], [0.02183, -5.87211, -1.76001], [-2.83176, -4.36209, -2.58029], [-1.69002, 8.27003, -1.00482], [-1.16968, -7.98077, -2.29712], [-4.79879, -2.19349, -0.26612], [-1.30235, 4.59972, -3.52517], [0.89877, -1.78607, 0.87833], [-0.50255, 8.28475, -2.32612], [3.50859, -4.02294, 0.62623], [-2.41632, 1.04104, 2.87937], [-2.80573, -6.95080, -2.17798], [-4.18188, -2.11766, 1.36004], [-0.82969, 6.28115, -3.29438], [-0.56550, 8.16226, 1.95657], [-3.33063, -4.35750, -0.23989], [1.22068, -4.25403, 2.63552], [-0.38794, 3.07474, -0.96272], [0.33026, 2.67759, -0.24019], [2.28147, 7.80631, -0.81676], [-1.46113, -3.03133, 0.42845], [0.44453, 8.26130, 1.54797], [-0.54625, -6.00606, 0.34452], [-1.45978, -0.62248, 1.84413], [0.20513, -0.55077, 1.70244], [2.20235, -4.86926, 2.37039], [3.39209, -3.87299, 1.80210], [-1.38237, 3.07621, -0.50204], [2.57564, 8.84820, -0.65425], [0.07556, -2.94481, 0.31118], [3.97089, -1.67192, 2.19097], [-4.99227, -1.14167, 2.21934], [1.73116, -6.54552, 3.84244], [-0.41128, 2.40762, -1.82886]]
}



Record 3
{
  "formula": "C20H39F5N4O12PS",
  "method": "ωB97M-V/def2-TZVPD",
  "charge": 1,
  "energy_ev": -85594.998,
  "orbital_gap_ev": 8.2246,
  "symbols": ["P", "O", "O", "H", "H", "C", "H", "C", "O", "F", "H", "N", "C", "F", "O", "O", "H", "H", "H", "H", "H", "F", "C", "O", "H", "C", "C", "C", "O", "O", "C", "C", "H", "H", "H", "H", "H", "F", "H", "N", "H", "H", "H", "C", "C", "H", "H", "H", "H", "N", "O", "H", "H", "S", "H", "C", "N", "C", "H", "H", "H", "O", "C", "H", "C", "H", "O", "C", "H", "H", "C", "C", "H", "H", "H", "C", "O", "C", "F", "H", "H", "H"],
  "coordinates": [[3.73978, -0.33276, -0.27295], [-5.36574, 3.69221, -1.54942], [4.57952, -1.05277, -1.34865], [3.76222, 4.59463, -1.87465], [-3.83760, -0.40653, -2.54491], [-2.53295, 1.43560, -1.06440], [2.16132, 0.90803, -2.38016], [-2.18091, -3.61619, -0.84340], [-4.35374, -3.11085, -2.40748], [-1.28087, -3.74687, -1.92708], [2.94952, 2.93789, 2.52298], [-1.68880, -0.63554, -1.90318], [-5.95941, 3.97853, -3.75795], [-2.27048, -3.33930, 1.64460], [-3.88517, 0.71114, 2.57230], [7.04565, -3.29522, 3.85038], [5.19419, -2.85579, 0.49060], [3.55105, 1.21770, 2.52725], [-5.69101, 3.53569, -4.71449], [-5.69750, -0.19391, 3.07053], [1.22438, -0.48272, 0.24776], [-2.72370, -4.90739, -0.66522], [3.36035, 2.14043, 0.50327], [1.51193, 3.75148, -1.90010], [4.73769, 2.69198, 2.27456], [1.92055, -0.59922, -0.65770], [-3.16123, -0.78215, -1.71087], [-4.93427, -0.22475, 2.20939], [4.23287, 1.28380, -0.27739], [4.08468, -1.14356, 1.19531], [1.35805, 0.26141, -1.88532], [3.72793, 2.23302, 2.05190], [-2.94541, 1.83728, -2.07090], [3.46701, 3.19434, 0.05999], [2.25680, 1.88103, 0.42996], [9.49354, -3.84776, 3.20100], [-6.55020, 0.91708, 1.21313], [-0.78665, -2.04478, 0.54271], [-2.15916, 2.20922, -0.32317], [-5.17928, 3.30874, -2.68466], [0.31650, 1.54496, -0.39136], [-5.70425, 5.03691, -3.73692], [-2.40687, 0.41253, 4.12677], [-3.53251, 0.44072, 3.96990], [-1.43710, -3.28145, 0.53811], [-6.26778, -0.70562, 0.41248], [-4.54464, -1.30116, 2.18476], [-3.96163, -0.54606, 4.34097], [-0.97796, -1.28732, -2.25767], [7.42638, -3.99527, 2.92984], [-4.40439, 2.41926, -3.02020], [8.71370, -5.27625, 3.96474], [-2.76343, -0.06954, 0.47027], [-3.63792, -2.50758, -1.22080], [3.16161, 6.24697, -2.21893], [3.87264, -3.43762, 2.22812], [1.78900, 4.71694, -2.60022], [0.14898, 1.22960, -1.48524], [3.51136, -4.46976, 1.92902], [-4.62279, 1.93127, 0.11620], [-3.93664, 1.31996, 4.57923], [1.01674, 5.30615, -3.32646], [-4.83041, 0.85962, -0.23709], [3.40742, -2.91838, 0.12367], [-5.72942, 0.18292, 0.89323], [3.59058, 5.14270, -3.57132], [-4.58728, -2.58986, -0.06565], [4.16875, -2.58668, 0.90285], [0.94861, -0.46119, -2.68031], [8.96366, -5.22942, 2.19154], [-1.28196, 0.57040, -1.53256], [-3.39334, 0.18699, -0.44029], [4.80608, -3.51162, 2.86249], [0.17889, 2.20907, -2.07816], [-7.01533, 3.82191, -3.54233], [8.75640, -4.64024, 3.08199], [6.81234, -4.21083, 1.89931], [3.18943, 5.21375, -2.56153], [-0.43194, -4.24972, 0.74385], [1.81958, -1.70122, -0.96134], [-5.37427, 0.98667, -1.23664], [3.06826, -2.90569, 2.83214]]
}